(1)
A 3-piece molecular cluster, C4H15NO2S overall, computed with ωB97M-V with the def2-TZVPD basis set.

The value obtained for the energy above the lowest of the compared OMol25 structures with the same formula, charge and spin is 22.2 kcal/mol. Its total charge is 0. As for the total energy: -20810.9103 eV. The orbital gap comes out at 0.33873 hartree. The lowest unoccupied orbital energy is 0.0223 Ha.

Last column: Mulliken charge in e.
Atoms and positions in Å:
C1 -0.284 1.718 -0.346  -0.58
C2 -1.184 1.403 -1.555  -0.66
S1 -1.520 2.868 -2.609  -0.24
C3 -0.687 0.787 0.822  -0.57
N1 0.226 1.047 1.959  -0.38
C4 -0.337 1.856 3.049  -0.84
H1 0.731 1.483 -0.663  0.30
H2 -0.331 2.733 0.059  0.39
H3 -2.192 1.159 -1.213  0.29
H4 -0.764 0.594 -2.139  0.41
H5 -0.248 3.299 -2.734  0.11
H6 -1.718 0.852 1.169  0.36
H7 -0.545 -0.218 0.415  0.27
H8 0.986 1.600 1.578  0.25
H9 -0.581 2.886 2.737  0.29
H10 0.340 1.846 3.892  0.30
H11 -1.275 1.391 3.350  0.31
H12 1.366 -4.380 -0.458  0.35
H13 1.357 -3.400 0.729  0.32
O1 0.768 -3.899 0.134  -0.66
H14 1.700 -5.925 -2.837  0.33
H15 1.919 -4.451 -2.906  0.34
O2 2.272 -5.247 -2.434  -0.68

---

(2)
C39H48HgP2Si as an isolated structure, computed with ωB97M-V with the def2-TZVPD basis set.

The value obtained for the energy above the lowest of the compared OMol25 structures with the same formula, charge and spin is 20.9 kcal/mol. Its total charge is 0. As for the total energy: -71848.0265 eV. The orbital gap comes out at 0.29040 hartree. The lowest unoccupied orbital energy is -0.0015 Ha.

Last column: Mulliken charge in e.
Atoms and positions in Å:
Hg1 1.802 -1.659 2.738  0.69
C1 -2.745 0.514 5.240  -0.15
C2 -3.039 0.290 3.957  -0.42
C3 -3.400 1.285 2.907  -1.32
C4 -2.259 2.193 2.329  -0.27
C5 -1.195 2.618 3.298  -0.58
C6 -1.463 3.223 4.452  -0.42
C7 -2.776 3.106 5.153  -0.67
C8 -2.951 1.793 5.963  -0.79
C9 3.000 -0.171 1.828  -1.24
H1 -2.449 -0.358 5.827  0.81
H2 -3.054 -0.742 3.584  0.34
H3 -4.207 1.943 3.229  0.56
H4 -3.792 0.709 2.052  0.37
H5 -1.796 1.615 1.521  0.16
H6 -2.730 3.070 1.842  0.28
H7 -0.171 2.439 2.960  0.44
H8 -0.757 3.910 4.927  0.41
H9 -3.615 3.129 4.445  0.26
H10 -2.890 3.942 5.863  0.43
H11 -2.259 1.819 6.803  0.30
H12 -3.978 1.808 6.376  0.30
H13 3.819 0.200 2.467  0.36
H14 2.304 0.618 1.542  0.24
H15 3.325 -0.698 0.921  0.28
P1 0.047 -2.115 -3.398  0.08
P2 2.027 0.481 -3.939  -0.01
C10 -0.562 -0.534 -4.060  -0.72
C11 0.283 0.477 -4.400  -0.78
C12 -0.656 -3.225 -4.724  0.32
C13 -1.762 -2.878 -5.517  0.15
C14 -2.170 -3.715 -6.566  -0.61
C15 -1.495 -4.919 -6.809  -0.43
C16 -0.417 -5.288 -5.991  -0.51
C17 0.011 -4.443 -4.968  -0.49
C18 -1.156 -2.252 -2.004  0.53
C19 -0.979 -1.357 -0.930  -0.88
C20 -1.827 -1.440 0.172  -0.37
C21 -2.863 -2.380 0.194  -0.58
C22 -3.030 -3.270 -0.871  -0.68
C23 -2.162 -3.225 -1.965  -0.40
C24 2.643 1.081 -5.611  0.28
C25 2.380 0.265 -6.731  -0.34
C26 2.762 0.677 -8.008  -0.64
C27 3.409 1.907 -8.182  -0.41
C28 3.667 2.725 -7.076  -0.57
C29 3.298 2.309 -5.791  -0.26
C30 2.124 2.051 -2.979  0.36
C31 3.277 2.248 -2.193  -0.48
C32 3.401 3.408 -1.437  -0.61
C33 2.381 4.364 -1.432  -0.48
C34 1.236 4.170 -2.207  -0.73
C35 1.095 3.003 -2.966  0.18
H16 -1.656 -0.449 -4.171  0.65
H17 -0.053 1.330 -5.009  0.83
H18 -2.313 -1.952 -5.329  0.20
H19 -3.014 -3.413 -7.196  0.36
H20 -1.798 -5.563 -7.638  0.36
H21 0.112 -6.227 -6.162  0.37
H22 0.866 -4.701 -4.343  0.36
H23 -0.179 -0.614 -0.958  0.50
H24 -1.682 -0.780 1.026  0.59
H25 -3.536 -2.436 1.047  0.40
H26 -3.831 -4.010 -0.867  0.37
H27 -2.263 -3.932 -2.793  0.34
H28 1.853 -0.683 -6.602  0.42
H29 2.552 0.042 -8.872  0.36
H30 3.708 2.233 -9.180  0.35
H31 4.146 3.700 -7.202  0.36
H32 3.485 2.961 -4.932  0.29
H33 4.060 1.487 -2.187  0.37
H34 4.300 3.557 -0.846  0.43
H35 2.483 5.261 -0.824  0.40
H36 0.443 4.923 -2.218  0.40
H37 0.176 2.854 -3.537  0.33
C36 2.103 -2.307 7.277  -1.04
Si1 0.977 -1.170 6.288  0.56
C37 -0.565 -1.157 7.415  -0.87
C38 1.660 0.568 6.730  -1.00
C39 0.556 -1.806 4.566  -0.83
H38 2.193 -1.858 8.281  0.25
H39 3.103 -2.394 6.828  0.30
H40 1.635 -3.298 7.376  0.31
H41 -0.277 -0.867 8.441  0.36
H42 -1.318 -0.441 7.060  0.00
H43 -0.987 -2.174 7.431  0.28
H44 2.602 0.823 6.218  0.35
H45 0.911 1.346 6.508  0.24
H46 1.864 0.615 7.822  0.30
H47 0.350 -2.899 4.492  0.39
H48 -0.356 -1.285 4.224  0.08

---

(3)
C23H36CuN3OSi2 as an isolated structure, computed with ωB97M-V with the def2-TZVPD basis set.

The value obtained for the energy above the lowest of the compared OMol25 structures with the same formula, charge and spin is 6.0 kcal/mol. Its total charge is 0. As for the total energy: -91349.9019 eV. The orbital gap comes out at 0.23007 hartree. The lowest unoccupied orbital energy is -0.0016 Ha.

Last column: Mulliken charge in e.
Atoms and positions in Å:
Cu1 0.559 -0.396 -0.171  -0.32
C1 -1.483 1.913 2.263  -0.84
Si1 -0.584 0.330 2.795  0.49
C2 -1.316 -0.091 4.486  -1.26
C3 1.231 0.736 3.157  -1.33
C4 -0.685 -0.944 1.479  2.87
C5 0.159 -2.146 1.736  -1.19
C6 0.046 -3.019 2.828  -0.56
C7 0.894 -4.103 2.940  -0.67
C8 1.854 -4.326 1.960  -0.69
C9 1.902 -3.437 0.903  -0.40
N1 1.091 -2.390 0.790  -0.20
Si2 -2.329 -1.467 0.823  0.03
C10 -3.253 -0.056 -0.009  -0.86
C11 -3.508 -2.193 2.108  -1.12
C12 -2.076 -2.826 -0.458  -1.15
H1 -1.007 2.800 2.690  0.40
H2 -2.518 1.907 2.610  0.51
H3 -1.504 2.010 1.177  -0.19
H4 -1.194 0.763 5.158  0.39
H5 -0.809 -0.940 4.948  0.30
H6 -2.381 -0.322 4.434  0.33
H7 1.358 1.745 3.557  0.44
H8 1.842 0.644 2.256  0.25
H9 1.637 0.043 3.898  0.35
H10 -0.716 -2.837 3.573  0.41
H11 0.808 -4.775 3.785  0.43
H12 2.536 -5.162 2.014  0.40
H13 2.627 -3.562 0.105  0.45
H14 -3.552 0.710 0.707  0.31
H15 -4.158 -0.421 -0.501  0.53
H16 -2.611 0.409 -0.758  -0.04
H17 -3.759 -1.469 2.885  0.30
H18 -3.071 -3.067 2.597  0.29
H19 -4.442 -2.512 1.637  0.37
H20 -1.373 -2.509 -1.231  0.26
H21 -3.016 -3.100 -0.941  0.42
H22 -1.665 -3.724 0.009  0.28
N2 2.286 -0.177 -1.218  -0.43
C13 2.718 -0.181 -2.284  0.29
C14 3.237 -0.204 -3.624  0.47
C15 4.121 -1.212 -4.004  -0.41
C16 4.601 -1.233 -5.302  -0.54
C17 4.203 -0.259 -6.207  -0.38
C18 3.320 0.742 -5.823  -0.55
C19 2.831 0.775 -4.528  -0.43
H23 4.419 -1.965 -3.288  0.47
H24 5.286 -2.013 -5.607  0.39
H25 4.582 -0.280 -7.220  0.38
H26 3.009 1.496 -6.532  0.39
H27 2.136 1.541 -4.213  0.49
C20 -2.363 3.050 -1.898  -1.12
N3 -1.176 3.422 -1.144  0.29
C21 -1.184 4.713 -0.474  -1.05
C22 -0.234 2.486 -0.898  0.75
C23 0.939 2.875 -0.037  -1.03
O1 -0.344 1.336 -1.329  -0.77
H28 -2.667 3.890 -2.522  0.45
H29 -3.187 2.782 -1.231  0.33
H30 -2.136 2.192 -2.523  0.29
H31 -2.072 5.253 -0.792  0.37
H32 -0.314 5.315 -0.737  0.36
H33 -1.228 4.604 0.612  0.29
H34 1.219 3.923 -0.118  0.51
H35 1.784 2.243 -0.299  0.20
H36 0.681 2.668 1.004  0.00

---

(4)
A 4-piece molecular cluster, C4H19N2O3 overall, computed with ωB97M-V with the def2-TZVPD basis set.

The value obtained for the energy above the lowest of the compared OMol25 structures with the same formula, charge and spin is 59.9 kcal/mol. Its total charge is +1. As for the total energy: -13570.7341 eV. The orbital gap comes out at 0.38280 hartree. The lowest unoccupied orbital energy is -0.0947 Ha.

Last column: Mulliken charge in e.
Atoms and positions in Å:
C1 -0.191 -0.849 0.962  -0.07
N1 1.091 -0.271 0.398  -0.31
C2 2.120 0.218 1.378  -1.05
C3 -1.235 0.260 1.105  -0.53
N2 -0.996 1.155 -0.072  -0.02
C4 -1.856 0.893 -1.268  -0.91
H1 -0.485 -1.582 0.197  0.01
H2 -0.304 -1.433 1.981  0.28
H3 1.630 -0.917 -0.166  0.29
H4 2.348 1.283 1.392  0.31
H5 1.838 0.081 2.384  0.34
H6 3.024 -0.320 1.192  0.34
H7 -2.371 -0.029 1.093  0.32
H8 -1.084 0.873 2.129  0.29
H9 0.074 1.114 -0.463  0.42
H10 -1.116 2.088 0.173  0.40
H11 -1.328 0.256 -1.963  0.29
H12 -2.868 0.544 -0.838  0.26
H13 -2.088 1.798 -1.748  0.43
H14 3.247 -2.562 -1.475  0.34
H15 2.646 -1.668 -2.600  0.33
O1 2.400 -2.043 -1.677  -0.70
H16 -1.454 -3.360 -0.722  0.29
H17 -2.929 -2.623 -1.023  0.29
O2 -1.942 -2.525 -0.679  -0.62
H18 0.223 4.263 0.258  0.30
H19 1.061 2.710 0.203  0.30
O3 0.323 3.339 0.437  -0.64

---

(5)
The molecule C5H7BrO2, computed with ωB97M-V with the def2-TZVPD basis set.

The value obtained for the energy above the lowest of the compared OMol25 structures with the same formula, charge and spin is 40.3 kcal/mol. Its total charge is 0. As for the total energy: -79432.8220 eV. The orbital gap comes out at 0.37368 hartree. The lowest unoccupied orbital energy is 0.0278 Ha.

Last column: Mulliken charge in e.
Atoms and positions in Å:
Br1 2.222 1.501 -1.511  -0.14
O1 1.138 -1.251 -0.743  -0.28
O2 0.107 -0.791 -1.675  -0.27
C1 -0.236 -0.670 1.145  -0.67
C2 -1.341 -0.133 0.194  -0.68
C3 0.733 0.960 -0.309  -0.53
C4 1.053 -0.347 0.380  -0.08
C5 -0.490 0.365 -1.021  -0.02
H1 -0.306 -0.168 2.114  0.30
H2 -0.323 -1.724 1.292  0.33
H3 -1.924 0.691 0.599  0.35
H4 -2.009 -0.945 -0.096  0.30
H5 0.424 1.728 0.376  0.42
H6 1.951 -0.249 0.963  0.51
H7 -0.999 1.032 -1.708  0.47

---

(6)
The molecule C3H2N4O, computed with ωB97M-V with the def2-TZVPD basis set.

The value obtained for the energy above the lowest of the compared OMol25 structures with the same formula, charge and spin is 73.1 kcal/mol. Its total charge is 0. As for the total energy: -11146.1018 eV. The orbital gap comes out at 0.29082 hartree. The lowest unoccupied orbital energy is -0.0629 Ha.

Last column: Mulliken charge in e.
Atoms and positions in Å:
C1 1.431 -0.296 0.053  0.67
C2 -0.697 -1.331 -0.289  0.08
C3 -0.275 1.324 -0.257  0.10
H1 -1.420 -1.947 -0.570  0.50
H2 -0.483 2.541 -0.093  0.29
N1 0.535 -1.183 -0.528  -0.39
N2 -1.300 -0.536 0.737  -0.27
N3 -0.960 0.736 0.743  -0.15
N4 0.916 0.964 -0.715  -0.36
O1 2.253 -0.272 0.920  -0.46

---

- Among the records above, which one has the highest energy above the lowest of the compared OMol25 structures with the same formula, charge and spin?
  C3H2N4O